The following is a quantum chemistry calculation of a molecular structure, C22H45N3, from OMol25.

Properties
- M (g mol⁻¹) = 351.62
- energy relative to the best compared isomer or geometry (same formula, charge and spin) (kcal per mole) = 561.0
- gap between HOMO and LUMO (eV) = 8.6
- maximum force (Eh/bohr) = 0.36714
- charge = 0

```
70
Properties=species:S:1:pos:R:3:forces:R:3
C 0.1451 4.7775 -1.0303 1.92 -1.43 -0.53
H -0.7406 5.2932 -0.8698 -2.01 0.87 0.12
C -0.1846 3.1325 -1.1674 3.29 5.24 2.24
C 1.0795 2.4337 -1.5659 0.27 1.70 -0.22
C 0.8108 1.0707 -2.0023 -5.43 0.41 6.80
H 1.6066 0.5997 -2.2168 5.41 -3.57 -3.26
H -0.1261 1.1644 -2.4534 -0.83 -1.01 -2.13
C 0.4035 0.1288 -0.6208 -3.36 4.56 0.73
N -0.0503 -1.1905 -0.9239 -3.61 2.00 3.24
H 0.5228 -1.6190 -1.5150 3.20 -2.28 -2.92
C -1.3876 -1.3823 -1.4147 0.27 4.70 -3.52
C -1.6631 -2.7853 -1.6964 -3.22 -0.13 -3.01
C -3.1897 -2.8616 -2.4624 3.56 -8.37 15.77
C -3.6766 -2.2818 -3.4841 -1.25 10.35 -8.22
C -4.9396 -2.8726 -3.6972 -6.62 3.96 1.92
H -5.7146 -2.4383 -4.3384 0.76 0.02 -0.50
C -4.7779 -4.2114 -3.7023 2.53 -10.90 0.54
H -5.5608 -4.8629 -3.2231 0.15 0.88 -0.93
H -4.4661 -4.8307 -4.6744 -0.61 1.73 1.62
C -3.5142 -4.4122 -2.5905 0.87 4.70 -7.65
H -3.5273 -5.0762 -1.8843 -1.40 -2.86 5.11
H -2.6047 -4.7758 -3.0349 0.41 -0.52 -1.56
C -5.6202 -2.5754 -2.1288 2.33 -8.06 -1.87
H -6.4647 -3.1445 -1.7641 -0.08 -0.41 -0.49
H -5.8192 -1.7076 -2.2903 -3.20 10.26 -1.32
C -4.4164 -2.6599 -1.3499 4.08 7.20 -6.46
H -4.5201 -3.2074 -0.6455 -0.39 -8.36 8.16
H -4.1529 -1.8051 -0.7719 -0.13 1.86 0.05
H -3.0528 -2.3455 -4.3133 1.21 -0.41 -2.13
H -3.7701 -1.0951 -3.4038 0.12 -2.08 0.17
H -1.6757 -3.3312 -0.7477 -0.07 -0.41 -0.49
H -0.9931 -3.1886 -2.4997 -0.13 0.08 1.12
H -2.2005 -0.7891 -0.9075 1.14 -0.96 0.20
H -1.4486 -0.6511 -2.6276 -0.10 -2.09 2.83
C 1.4367 0.0955 0.4566 1.52 -5.77 -0.18
N 1.4616 0.9972 1.4727 13.62 1.85 -5.44
H 0.7413 1.1518 1.7914 -17.24 3.25 6.97
C 2.4666 1.3201 2.4109 6.39 -6.77 -7.27
C 2.6145 2.6158 2.9505 -11.78 -0.80 -1.80
N 2.5540 3.7324 2.1766 -5.61 2.80 -5.28
H 1.5837 3.6322 1.3517 3.96 0.37 3.24
C 3.6775 4.1050 1.5107 4.30 0.64 -7.67
H 3.6227 5.0039 0.6823 -0.51 -1.44 2.84
H 4.0567 3.3541 0.5461 -0.87 0.86 2.36
H 4.6721 4.2037 1.9974 -1.11 0.11 0.63
H 3.3853 2.7520 3.3982 9.03 0.71 6.73
H 1.6199 2.7587 3.4698 1.10 -0.28 1.36
H 3.3877 1.2863 1.4426 -1.18 0.23 2.78
C 2.8669 -0.0368 3.2088 -6.69 6.09 1.96
C 1.6882 0.0145 4.3436 -2.12 -11.14 -10.30
H 1.7239 -0.9792 4.7907 -0.11 0.54 0.93
H 1.6229 0.7823 4.8544 -0.52 7.29 4.88
H 0.6247 -0.2310 3.5389 2.59 1.25 2.80
C 4.0055 0.2429 3.9721 -4.05 -7.33 8.67
C 4.3882 -1.1188 4.5763 8.74 4.08 -3.39
H 5.3645 -1.0835 5.2562 -1.09 0.55 -1.57
H 3.8987 -1.4548 5.2767 -6.48 -3.29 6.52
H 4.6677 -1.8679 3.9122 0.01 -1.31 -1.59
H 4.0347 0.8362 4.8354 -1.13 1.63 0.86
H 4.6021 0.5369 3.3997 10.17 4.40 -8.27
H 2.8287 -0.8366 2.5137 0.15 -0.86 -0.16
H 1.1445 -0.9111 1.0343 0.93 0.90 -1.73
H 2.4033 -0.1074 -0.0990 -0.27 0.50 1.21
H -0.5185 0.8093 0.0450 1.98 -2.22 -2.40
H 1.5012 2.9606 -2.4497 -0.07 0.07 0.56
H 1.7785 2.5296 -0.7408 0.42 -0.12 0.02
H -0.5395 3.0689 -0.1676 0.00 -1.26 1.09
H -1.0122 3.0503 -1.7313 -2.60 -0.61 -2.62
H 0.6263 5.2777 -1.9535 -0.40 -1.05 1.52
H 0.7090 5.0100 -0.0549 -0.21 -0.54 -1.66
```
Forces are in eV/Å.